15 unconnected molecules or ions with the total composition C3H36NO16 in a non-equilibrium geometry. Source: OMol25; level of theory: ωB97M-V/def2-TZVPD.

The geometry in XYZ format:
```
56
Properties=species:S:1:pos:R:3:forces:R:3:nbo_charge:R:1
O -2.612 1.188 -0.593 1.5 -1.4 -1.8 -0.726
C -1.503 0.613 -1.264 -3.1 0.2 2.8 0.842
C -1.498 -0.875 -0.867 0.5 1.8 0.5 -0.372
N -0.065 -1.058 -0.493 0.4 -0.8 2.7 -0.609
C 0.142 -2.351 0.265 3.1 1.9 -3.4 -0.407
O -0.613 1.222 -1.779 0.1 0.3 -0.7 -0.636
H -2.682 2.137 -0.784 0.2 0.4 -0.2 0.513
H -1.933 -1.638 -1.513 1.1 0.4 -0.5 0.290
H -2.194 -0.956 -0.013 1.1 0.1 0.0 0.278
H 0.545 -1.081 -1.313 -0.2 0.1 -0.3 0.460
H 0.480 -0.293 0.287 -1.7 -1.3 -2.1 0.517
H -0.304 -3.190 -0.088 -2.4 -2.0 -1.3 0.216
H 0.051 -2.274 1.261 -0.6 0.7 3.5 0.211
H 1.166 -2.556 -0.013 0.6 -0.2 0.7 0.210
H 1.794 -1.401 -3.734 0.3 -0.4 -1.0 0.483
H 0.929 -0.060 -3.648 0.6 -1.1 0.3 0.503
O 1.357 -0.801 -3.156 -1.1 1.5 0.7 -0.971
H -0.092 1.367 1.574 -0.2 0.1 -0.2 0.490
H -1.333 0.945 2.240 0.5 -0.5 -1.0 0.505
O -0.852 0.801 1.383 -0.7 0.6 1.8 -0.990
H -3.403 -3.836 -0.352 -1.3 -0.8 -0.2 0.487
H -3.683 -2.280 -0.773 -2.4 0.6 -1.3 0.492
O -3.144 -2.943 -0.441 3.9 -2.0 1.8 -1.004
H -4.354 -0.749 -2.477 -1.5 1.1 -1.7 0.502
H -4.430 -0.697 -0.861 -0.2 0.5 -1.1 0.516
O -4.000 -1.025 -1.676 0.6 -0.4 2.4 -0.970
H -2.323 4.415 -1.643 -0.4 2.9 0.3 0.479
H -1.443 3.291 -1.872 2.0 -1.0 -0.4 0.487
O -2.336 3.503 -1.722 -1.5 -1.5 -0.1 -0.936
H 0.040 1.175 4.558 5.7 -0.7 1.8 0.477
H -1.192 1.759 4.794 -1.1 0.5 0.3 0.469
O -0.762 1.164 4.192 -4.7 0.2 -2.0 -0.938
H 4.187 1.422 -0.578 2.0 -0.6 -1.9 0.492
H 4.095 2.629 0.459 1.2 0.6 -0.4 0.503
O 3.737 1.832 0.103 -2.7 -0.1 2.2 -0.983
H -3.882 -0.346 1.701 -0.1 1.0 -0.5 0.467
H -3.850 -1.633 2.264 0.0 -1.3 0.4 0.477
O -4.201 -1.219 1.483 0.0 0.6 0.1 -0.936
H 2.421 -0.178 0.769 -1.1 1.5 0.2 0.534
H 1.695 1.237 0.872 0.8 3.3 -1.2 0.503
O 1.637 0.365 1.105 0.8 -5.6 0.5 -0.949
H 2.471 -4.565 -1.188 1.0 0.9 0.0 0.475
H 1.994 -3.942 -2.325 -1.6 0.4 -2.3 0.473
O 2.670 -3.752 -1.722 0.6 -2.0 2.1 -0.942
H 3.344 -2.244 -0.565 -0.6 -0.6 0.4 0.495
H 3.697 -1.120 -1.382 -1.4 0.3 0.6 0.483
O 2.959 -1.387 -0.764 2.2 1.0 -0.6 -0.962
H 0.821 4.038 1.362 0.6 0.1 0.0 0.502
H 2.043 3.026 1.025 -1.1 1.2 0.1 0.487
O 1.070 3.151 1.093 0.5 -1.1 -0.1 -0.982
H 2.618 -0.961 4.145 -0.7 0.4 -0.3 0.476
H 1.600 -0.581 2.977 0.5 0.4 1.9 0.489
O 1.786 -0.482 3.962 0.1 -0.5 -1.5 -0.968
H 1.939 4.332 -1.692 0.3 -0.9 0.1 0.485
H 2.692 2.970 -1.296 -0.8 -1.9 -0.3 0.481
O 2.703 3.895 -1.286 0.4 3.1 0.1 -0.970
```
Positions in Å, forces in eV/Å.

Computed properties:
charge: +1
HOMO level: -12.96 eV
ΔE to the lowest compared entry with this formula, charge and spin: 138.9 kcal per mole
gap between HOMO and LUMO: 10.483 eV

---

A molecular structure, C3H36NO17 in a non-equilibrium geometry. Source: OMol25; level of theory: ωB97M-V/def2-TZVPD.

The geometry in XYZ format:
```
57
Properties=species:S:1:pos:R:3:forces:R:3:nbo_charge:R:1
C -2.384 -0.050 1.757 -0.5 0.4 0.2 0.491
N -2.928 0.377 0.573 0.5 0.1 -0.3 -0.665
C -2.080 0.276 -0.628 -0.9 -1.0 1.1 -0.256
C -2.854 0.318 -1.929 1.1 2.1 -1.0 -0.083
O -2.135 -0.242 -3.015 0.0 -1.4 0.1 -0.738
O -3.021 -0.052 2.785 -0.1 -0.2 0.4 -0.604
H -1.306 -0.324 1.724 -0.5 0.0 -0.1 0.166
H -3.920 0.549 0.525 0.0 0.1 0.1 0.405
H -1.676 -0.728 -0.482 0.9 0.2 -0.7 0.184
H -1.325 1.049 -0.547 0.4 -0.1 -0.5 0.205
H -2.887 1.378 -2.238 -0.9 0.0 0.6 0.183
H -3.854 -0.112 -1.889 0.2 -0.2 0.0 0.188
H -1.107 4.001 -0.158 -0.2 0.7 -0.2 0.474
H -0.398 3.544 -1.349 1.0 -0.4 -0.4 0.477
O -0.927 4.283 -1.073 -1.0 0.3 0.4 -0.977
H 1.050 2.102 -1.862 0.8 -0.2 -0.8 0.481
H 0.719 2.491 -3.376 0.2 -0.4 -0.4 0.451
O 1.050 1.686 -2.954 -0.7 0.4 0.6 -1.128
H 1.215 1.249 3.103 -1.0 0.7 0.6 0.508
H 0.195 2.465 3.383 0.3 -0.5 -0.2 0.477
O 0.949 1.966 3.736 0.2 0.0 0.3 -1.012
H -0.519 -1.995 -2.022 0.3 -0.6 -0.5 0.489
H 0.547 -1.371 -1.233 0.6 -0.6 -0.7 0.504
O 0.439 -2.134 -1.882 -0.9 2.1 0.7 -0.979
H 1.803 -2.240 0.539 0.0 -0.3 1.1 0.482
H 0.628 -2.829 1.377 1.8 0.3 0.4 0.497
O 1.618 -2.624 1.430 -1.3 -0.2 -1.2 -0.979
H 1.019 0.961 -0.481 1.4 -1.0 0.4 0.524
H 1.982 -0.232 -0.967 -0.2 0.7 0.5 0.515
O 1.315 0.010 -0.262 -0.8 0.0 -0.9 -1.081
H -2.762 -3.316 -0.132 -0.1 0.1 -0.1 0.480
H -3.084 -1.905 -0.465 -0.1 0.6 0.2 0.461
O -3.308 -2.788 -0.735 0.1 -0.8 0.0 -0.946
H -1.594 -4.058 1.858 0.2 -0.3 0.1 0.487
H -0.579 -3.943 0.634 -0.2 -0.4 0.0 0.514
O -1.114 -3.452 1.294 0.0 0.4 -0.5 -0.996
H 3.942 -0.146 -2.087 -1.2 -0.1 -0.2 0.485
H 2.615 0.374 -2.801 0.1 -0.2 0.3 0.526
O 2.998 -0.363 -2.272 1.1 0.4 -0.3 -0.970
H 0.647 -0.216 1.336 0.7 -0.1 -0.7 0.496
H 1.124 -1.138 2.464 -0.4 0.8 -0.4 0.501
O 0.678 -0.275 2.292 0.0 -0.7 1.3 -1.002
H 1.868 2.571 1.406 0.0 0.2 1.1 0.517
H 3.100 2.370 2.657 -2.1 0.5 -1.2 0.511
O 2.740 2.335 1.738 2.7 -0.8 -0.4 -1.031
H -1.686 2.384 1.416 -1.4 -0.8 0.4 0.471
H -0.393 2.767 0.940 1.0 0.3 -0.1 0.483
O -1.093 3.112 1.505 0.7 0.3 -0.1 -0.940
H -0.199 -4.593 -1.508 0.3 -0.1 0.2 0.460
H 0.910 -3.563 -1.315 -1.1 -1.7 1.0 0.513
O 0.547 -4.446 -0.904 0.2 0.9 -0.7 -1.002
H 2.096 3.144 -0.829 -1.1 -0.9 0.3 0.484
H -1.291 0.208 -3.148 0.1 0.3 0.2 0.497
O 1.302 2.569 -0.704 -0.1 0.9 0.2 -1.197
H 3.514 -1.095 1.951 0.6 0.0 -0.2 0.470
H 3.622 0.217 1.286 0.2 0.4 -0.1 0.496
O 4.192 -0.526 1.540 -0.9 -0.2 0.2 -0.969
```
Positions in Å, forces in eV/Å.

Computed properties:
charge: -1
HOMO level: -7.00 eV
ΔE to the lowest compared entry with this formula, charge and spin: 46.6 kcal per mole
gap between HOMO and LUMO: 9.305 eV

---

15 unconnected molecules or ions with the total composition C3H36O15 in a non-equilibrium geometry. Source: OMol25; level of theory: ωB97M-V/def2-TZVPD.

The geometry in XYZ format:
```
54
Properties=species:S:1:pos:R:3:forces:R:3:nbo_charge:R:1
C -5.440 20.930 -1.948 0.7 -0.2 -0.4 -0.260
O -5.255 20.620 -0.565 -0.1 -0.2 0.1 -0.802
H -6.219 20.307 -2.385 -0.3 0.1 0.4 0.177
H -5.650 21.985 -2.107 -0.2 0.0 0.1 0.191
H -4.555 20.664 -2.529 0.2 0.1 0.1 0.181
H -4.322 20.756 -0.309 -0.4 0.2 -0.2 0.516
C -2.294 23.179 0.732 1.5 0.1 -0.6 -0.262
O -2.801 21.887 0.418 0.0 0.4 0.4 -0.790
H -3.044 23.929 0.971 -0.1 -0.2 0.3 0.181
H -1.488 23.084 1.467 -0.5 0.1 0.6 0.172
H -1.685 23.562 -0.093 -0.6 -0.1 -0.5 0.184
H -2.983 21.461 1.280 -0.2 -0.1 -0.6 0.509
C -5.449 25.086 -1.078 -0.2 0.9 -0.2 -0.247
O -5.444 26.481 -1.412 0.3 0.0 0.1 -0.729
H -5.282 24.496 -1.982 -0.2 -0.2 0.1 0.179
H -4.635 24.912 -0.375 -0.1 0.0 0.0 0.170
H -6.414 24.899 -0.604 0.2 -0.7 0.0 0.162
H -6.325 26.691 -1.728 0.1 0.1 -0.2 0.463
O -3.882 20.121 2.115 0.2 -0.2 0.4 -0.951
H -3.313 19.732 2.791 -0.1 -0.1 -0.1 0.484
H -4.685 20.379 2.584 0.0 0.1 -0.1 0.491
O -4.739 22.661 -4.443 0.0 0.0 0.1 -0.974
H -4.977 22.265 -5.287 0.2 0.0 0.0 0.475
H -4.027 22.093 -4.103 -0.1 0.1 -0.5 0.504
O -8.230 22.910 -1.610 -0.3 -0.1 0.6 -0.973
H -8.623 23.445 -0.910 0.1 0.0 0.0 0.479
H -8.663 22.043 -1.528 0.0 0.0 0.0 0.501
O -5.332 17.457 -2.517 0.0 0.0 -0.1 -0.973
H -5.531 17.559 -3.453 0.0 0.0 0.1 0.477
H -6.161 17.677 -2.060 0.2 -0.1 -0.2 0.507
O -2.901 18.196 -1.371 -0.1 0.2 -0.2 -0.983
H -3.660 17.968 -1.943 0.0 -0.1 0.3 0.507
H -3.269 18.213 -0.481 0.0 0.0 -0.1 0.475
O -7.345 23.711 -4.024 -0.1 -0.1 0.6 -1.003
H -6.491 23.248 -4.019 0.0 0.3 0.0 0.483
H -7.671 23.625 -3.098 0.2 -0.1 -0.9 0.486
O -6.045 22.457 1.540 0.0 0.1 0.1 -0.957
H -5.901 22.239 0.605 0.0 -0.2 0.2 0.496
H -6.597 21.741 1.868 -0.1 0.1 -0.1 0.456
O -1.478 20.600 -1.942 -0.3 0.2 -0.4 -0.982
H -2.122 19.866 -1.993 0.3 -0.2 0.6 0.502
H -1.870 21.217 -1.306 0.1 -0.2 0.2 0.492
O -6.672 18.282 0.350 0.0 0.1 0.1 -0.983
H -7.408 18.665 0.839 0.1 0.0 0.1 0.462
H -6.164 19.052 0.025 0.0 0.0 0.1 0.506
O -8.066 17.931 -1.977 -0.8 0.1 0.0 -0.963
H -8.879 17.843 -2.493 0.2 -0.3 -0.1 0.482
H -8.258 17.499 -1.131 0.3 0.1 -0.1 0.503
O -9.679 20.336 -1.430 0.2 0.0 -0.2 -0.968
H -9.004 19.642 -1.541 0.0 0.2 0.0 0.491
H -9.999 20.517 -2.324 0.0 0.0 0.1 0.478
O -2.656 20.779 -4.395 0.3 -0.1 0.3 -1.008
H -2.114 20.327 -5.049 -0.1 0.1 0.0 0.480
H -2.074 20.878 -3.604 -0.1 -0.1 -0.2 0.506
```
Positions in Å, forces in eV/Å.

Computed properties:
HOMO level: -9.81 eV
ΔE to the lowest compared entry with this formula, charge and spin: 25.5 kcal per mole
gap between HOMO and LUMO: 9.539 eV

---

A molecular structure, C3H37BeO16 in a non-equilibrium geometry. Source: OMol25; level of theory: ωB97M-V/def2-TZVPD.

The geometry in XYZ format:
```
57
Properties=species:S:1:pos:R:3:forces:R:3:nbo_charge:R:1
Be -1.710 0.996 1.832 1.0 0.5 -0.5 1.706
C 1.653 0.858 0.537 -1.9 -0.7 -0.5 -0.639
C 0.346 1.652 0.262 -1.2 -3.3 -0.9 0.105
C 0.125 1.854 -1.214 -2.4 2.0 0.3 -0.624
O -0.706 0.768 0.714 -0.9 -0.2 1.0 -1.153
H 1.744 -0.240 0.099 -0.7 2.5 0.8 0.217
H 1.698 0.905 1.588 0.6 -0.7 1.5 0.217
H 2.431 1.442 0.190 2.0 1.0 -0.9 0.206
H 0.112 2.589 0.777 1.4 0.2 0.1 0.178
H 0.938 2.315 -1.674 1.5 1.2 -0.7 0.208
H -0.778 2.520 -1.333 0.9 -0.1 0.1 0.194
H -0.160 1.087 -1.882 0.1 -1.9 0.2 0.202
O -3.548 1.960 -0.395 0.0 0.6 2.6 -1.013
H -3.325 1.022 -0.367 0.2 -0.2 -1.2 0.506
H -3.665 2.290 -1.262 -0.1 -0.2 -1.8 0.510
O -1.188 0.797 3.437 -2.0 0.6 -0.4 -1.012
H -0.344 0.502 3.662 3.1 -1.1 0.3 0.545
H -1.643 0.915 4.267 -0.5 0.3 0.4 0.518
O 0.027 1.713 -4.345 0.9 -0.1 0.1 -0.945
H 0.907 1.537 -3.969 -0.2 0.3 0.1 0.485
H 0.210 1.555 -5.276 -0.4 0.2 -0.4 0.496
O -0.211 -0.882 -3.677 0.3 -1.2 0.7 -0.947
H -1.116 -1.151 -3.773 -0.8 -0.7 -0.3 0.472
H -0.304 0.038 -3.872 0.2 1.5 -0.5 0.487
O -3.015 -0.097 1.916 1.5 -1.7 1.3 -1.005
H -2.842 -0.781 2.629 -0.3 1.1 -1.2 0.530
H -3.941 0.061 1.890 -1.4 0.5 -0.2 0.531
O 2.509 -1.904 -1.812 -2.1 0.1 -2.6 -0.946
H 3.318 -1.907 -1.396 3.6 0.2 1.1 0.479
H 1.968 -1.923 -1.053 -1.4 -0.2 1.1 0.461
O 1.543 -0.903 3.779 -1.4 0.3 0.5 -1.009
H 2.385 -0.991 3.341 1.0 0.2 -0.1 0.494
H 0.938 -1.337 3.159 0.1 0.0 0.3 0.474
O -0.413 -1.637 -1.058 -0.1 1.1 0.8 -1.006
H -0.189 -1.250 -1.933 0.3 -0.4 -0.3 0.526
H -0.488 -2.571 -1.148 0.2 -1.2 -0.6 0.481
O -2.620 1.136 -3.200 -0.1 0.6 -0.3 -0.963
H -2.495 0.380 -2.626 -0.1 -0.1 0.3 0.476
H -1.812 1.667 -3.156 -0.2 -0.2 -0.2 0.482
O -2.228 2.580 1.792 0.0 0.7 -1.3 -1.049
H -2.380 2.813 0.835 -0.1 -0.9 0.2 0.555
H -2.698 3.289 2.220 -0.3 0.1 1.0 0.528
O 2.142 -2.821 0.797 2.3 -1.2 -0.7 -0.969
H 2.403 -3.765 0.853 -0.3 0.8 -0.1 0.501
H 1.291 -2.736 1.160 -2.0 0.1 1.1 0.495
O -2.926 -0.674 -1.058 -1.2 1.5 -0.8 -0.970
H -2.055 -1.001 -0.976 2.8 -0.3 0.0 0.500
H -3.341 -1.296 -0.512 -1.8 -1.4 1.0 0.468
O 4.542 -0.628 -0.245 0.4 -1.3 0.9 -0.994
H 4.137 0.149 -0.620 -0.3 0.3 0.4 0.477
H 4.291 -0.821 0.707 0.3 1.2 -1.5 0.494
O -0.114 -1.710 1.898 -0.6 -0.4 -0.6 -1.007
H -0.871 -2.265 1.682 0.1 -0.1 0.0 0.481
H -0.033 -1.100 1.132 -0.3 0.4 0.1 0.546
O 3.783 -1.297 2.326 0.3 0.1 -0.1 -0.976
H 3.218 -1.829 1.733 0.0 -0.4 0.1 0.503
H 4.500 -1.873 2.614 0.0 0.0 0.1 0.496
```
Positions in Å, forces in eV/Å.

Computed properties:
charge: +1
HOMO level: -12.57 eV
ΔE to the lowest compared entry with this formula, charge and spin: 1.4 kcal per mole
gap between HOMO and LUMO: 8.958 eV